1.
38
Properties=species:S:1:pos:R:3:lowdin_charge:R:1 method="wB97M-V/def2-TZVPD" largest_force_ev_per_a=5.24 homo_energy_ev="-14.261 / -14.262" de_lowest_ev=11.707 e_lumo_ev="-9.52 / -9.52" e_tot_ev=-42661.1741 mol_weight_g_mol=507.94 total_charge=+2 homo_lumo_gap_ev="4.74 / 4.74"
C -0.228 1.691 2.194 -0.077
C -0.399 -1.454 2.300 -0.173
H 0.783 1.862 2.458 0.028
H -0.902 1.340 3.069 0.062
H -0.925 2.287 1.729 0.009
H 0.118 -2.357 1.889 0.098
H 0.533 -1.376 3.107 0.121
H -1.365 -1.461 2.639 0.052
C 0.490 2.691 -0.830 -0.066
C 0.850 3.453 -1.922 0.016
C 1.081 2.836 -3.149 0.028
C 0.949 1.459 -3.260 0.043
H 0.313 3.081 0.157 0.115
H 0.948 4.522 -1.786 0.133
H 1.370 3.421 -4.019 0.140
H 1.138 0.947 -4.196 0.126
N 0.378 1.386 -1.014 -0.073
C 0.588 0.675 -2.182 -0.185
C 0.459 -0.727 -2.198 -0.179
N 0.197 -1.420 -1.029 -0.049
C 0.053 -2.729 -0.885 -0.066
C 0.477 -2.911 -3.238 0.030
C 0.204 -3.511 -2.012 0.015
H -0.155 -3.110 0.101 0.115
H 0.102 -4.582 -1.903 0.133
C 0.599 -1.530 -3.312 0.045
H 0.808 -1.031 -4.251 0.128
H 0.597 -3.511 -4.136 0.141
Pb 0.041 0.009 0.538 1.393
C -2.107 0.030 0.572 -0.231
H -2.411 -1.017 0.468 0.018
H -2.312 0.609 -0.341 0.018
H -2.529 0.500 1.466 0.030
O 0.295 1.425 5.001 -0.148
Cl -0.005 0.023 5.035 1.069
O 1.056 -0.932 5.080 -0.160
O -1.354 -0.416 4.917 -0.152
O 0.266 -0.170 2.943 -0.546

2.
33
Properties=species:S:1:pos:R:3:lowdin_charge:R:1 method="wB97M-V/def2-TZVPD" largest_force_ev_per_a=12.21 multiplicity=3 homo_energy_ev="0.798 / 0.352" e_lumo_ev="6.07 / 5.96" e_tot_ev=-31799.3773 mol_weight_g_mol=331.15 total_charge=-2 homo_lumo_gap_ev="5.28 / 5.61" s2=2.011
C 1.775 -1.913 1.457 -0.269
C 1.898 -2.224 0.067 -0.260
C 0.581 -2.407 -0.477 -0.264
H 2.816 -2.359 -0.511 0.048
C -0.351 -2.199 0.570 -0.209
C 0.385 -1.825 1.757 -0.207
H -0.063 -1.534 2.714 0.059
H 2.607 -1.636 2.101 0.044
H 0.384 -2.731 -1.493 0.053
H -1.443 -2.345 0.459 0.064
Pd 1.288 0.326 -0.915 0.979
Cl 1.882 1.327 1.555 -0.257
C 1.119 1.944 -2.020 -0.263
C -0.149 1.231 -1.978 -0.235
C 0.069 -0.087 -2.464 -0.237
H -1.107 1.702 -1.794 0.096
C 1.450 -0.194 -2.838 -0.257
C 2.091 1.054 -2.541 -0.296
H 3.140 1.284 -2.697 0.082
H 1.331 2.898 -1.594 0.081
H -0.663 -0.891 -2.383 0.100
H 1.959 -1.095 -3.122 0.081
C -2.897 0.404 0.883 -0.126
C -1.708 1.369 1.071 -0.608
C -1.112 1.591 2.456 -0.141
O -0.951 0.593 0.251 -0.348
H -2.666 -0.537 1.423 0.062
H -2.937 0.169 -0.198 0.070
H -3.888 0.761 1.199 0.027
H -2.039 2.356 0.681 0.099
H -1.010 0.648 3.000 0.053
H -0.112 2.030 2.302 -0.063
H -1.678 2.291 3.078 0.042

3.
40
Properties=species:S:1:pos:R:3:lowdin_charge:R:1 method="wB97M-V/def2-TZVPD" largest_force_ev_per_a=3.36 multiplicity=3 homo_energy_ev="-16.374 / -16.371" e_lumo_ev="-11.56 / -10.57" e_tot_ev=-67825.3490 mol_weight_g_mol=384.24 total_charge=+2 homo_lumo_gap_ev="4.81 / 5.80" s2=2.014
C 1.314 2.513 0.806 -0.021
C 2.316 2.533 -0.355 -0.176
O 2.188 1.442 -1.297 -0.056
C 2.076 0.205 -0.732 -0.182
C 1.312 -0.751 -1.343 -0.032
P 0.570 -0.585 -2.998 0.475
O -0.074 -1.831 -3.384 -0.178
O -0.517 0.631 -2.917 -0.151
O 1.664 -0.072 -4.000 -0.048
C 1.135 -1.999 -0.540 -0.323
O 1.170 -3.097 -1.026 0.219
C 0.963 -1.754 0.931 -0.128
C -0.082 -2.556 1.630 -0.088
C -1.476 -2.219 1.074 -0.154
C -2.067 -0.906 1.555 -0.155
C -3.214 -0.573 0.629 -0.141
O -3.845 0.684 0.939 0.053
C -3.291 1.823 0.569 -0.286
O -2.533 1.978 -0.369 0.005
C 1.749 -0.837 1.482 0.065
C 2.709 -0.085 0.609 -0.330
O 3.817 0.275 0.891 0.202
H 0.211 2.749 0.591 0.060
H 1.630 3.293 1.478 0.143
H 1.310 1.595 1.374 0.098
H 2.147 3.436 -0.955 0.150
H 3.322 2.641 0.018 0.168
H -0.907 0.719 -3.802 0.116
H 2.476 0.223 -3.576 0.099
H 0.101 -3.614 1.545 0.141
H -0.057 -2.272 2.670 0.127
H -1.383 -2.155 -0.004 0.113
H -2.158 -3.011 1.321 0.135
H -1.355 -0.088 1.552 0.104
H -2.462 -1.029 2.549 0.133
H -2.926 -0.646 -0.407 0.127
H -3.990 -1.303 0.776 0.146
H -3.573 2.671 1.184 0.165
H 1.699 -0.593 2.525 0.143
Cr 0.032 2.565 -0.992 1.261

4.
40
Properties=species:S:1:pos:R:3:lowdin_charge:R:1 method="wB97M-V/def2-TZVPD" largest_force_ev_per_a=7.51 multiplicity=3 homo_energy_ev="-7.105 / -8.788" e_lumo_ev="-0.25 / -3.93" e_tot_ev=-62778.2201 mol_weight_g_mol=487.75 total_charge=0 homo_lumo_gap_ev="6.86 / 4.86" s2=2.012
C -3.354 -0.189 0.802 -0.176
C -3.425 0.878 -0.500 -0.174
H -2.983 -1.213 0.594 0.098
H -4.430 -0.371 0.896 0.111
H -3.069 0.264 1.758 0.086
H -2.637 1.010 -1.278 0.070
H -4.229 0.427 -1.096 0.102
H -3.767 1.849 -0.142 0.086
C 0.143 -2.815 0.522 -0.121
C 1.037 -3.884 0.367 -0.035
C 2.181 -3.683 -0.405 -0.046
C 2.393 -2.428 -0.971 0.010
H -0.742 -2.911 1.154 0.116
H 0.814 -4.827 0.858 0.107
H 2.903 -4.482 -0.559 0.112
H 3.275 -2.213 -1.565 0.098
N 0.333 -1.643 -0.066 0.069
C 1.439 -1.398 -0.771 -0.177
C 1.626 -0.010 -1.278 -0.166
N 0.665 0.913 -1.018 0.090
C 0.907 2.183 -1.362 -0.109
C 3.035 1.663 -2.343 -0.049
C 2.074 2.611 -2.007 -0.039
H 0.144 2.911 -1.092 0.088
H 2.188 3.670 -2.225 0.108
C 2.801 0.340 -1.978 0.000
H 3.514 -0.442 -2.218 0.097
H 3.947 1.935 -2.870 0.112
Ti -1.553 0.208 0.099 0.764
C -1.485 2.283 0.553 -0.188
H -1.737 2.903 -0.322 0.022
H -0.499 2.581 0.926 0.015
H -2.221 2.503 1.339 0.028
F -0.928 1.705 3.507 -0.529
Te 0.185 0.092 3.308 1.931
F 1.089 1.086 1.941 -0.428
F 1.580 0.930 4.410 -0.528
F 1.432 -1.327 2.726 -0.517
F -1.626 -0.781 -1.456 -0.414
O -1.018 -0.332 1.762 -0.625

5.
31
Properties=species:S:1:pos:R:3:lowdin_charge:R:1 method="wB97M-V/def2-TZVPD" smiles=CC(C)c1ccc(C[C@H](C)C#N)cc1 largest_force_ev_per_a=1.97 homo_energy_ev=-8.889 de_lowest_ev=0.458 e_lumo_ev=0.84 e_tot_ev=-15246.7595 mol_weight_g_mol=187.29 total_charge=0 homo_lumo_gap_ev=9.73
C 0.735 -4.067 -0.702 -0.055
C 0.531 -2.765 -1.529 -0.413
C -0.746 -2.861 -2.320 -0.074
C 0.458 -1.633 -0.594 -0.240
C -0.587 -1.436 0.362 -0.018
C -0.706 -0.255 1.074 -0.026
C 0.226 0.787 0.853 -0.215
C 0.105 2.080 1.673 -0.132
C -0.338 3.264 0.825 -0.377
C -0.156 4.574 1.550 -0.077
C -1.756 3.152 0.434 -0.196
N -2.868 3.108 0.130 0.157
C 1.319 0.577 0.000 -0.024
C 1.415 -0.642 -0.724 -0.026
H 1.731 -4.059 -0.238 0.083
H 0.660 -4.902 -1.363 0.063
H -0.014 -4.124 0.114 0.084
H 1.367 -2.647 -2.216 0.127
H -1.157 -1.882 -2.541 0.081
H -0.536 -3.365 -3.286 0.089
H -1.519 -3.414 -1.756 0.087
H -1.345 -2.185 0.465 0.103
H -1.510 -0.143 1.807 0.117
H -0.579 1.946 2.490 0.114
H 1.074 2.280 2.137 0.125
H 0.237 3.359 -0.106 0.148
H -0.599 5.394 0.979 0.086
H -0.634 4.547 2.552 0.101
H 0.905 4.784 1.636 0.081
H 2.071 1.316 -0.213 0.104
H 2.215 -0.788 -1.492 0.123

6.
36
Properties=species:S:1:pos:R:3:lowdin_charge:R:1 method="wB97M-V/def2-TZVPD" smiles="CCCNC(=O)Cn1sc2nc(C)cc(C)c2c1=O" largest_force_ev_per_a=0.84 homo_energy_ev=-8.441 de_lowest_ev=0.763 e_lumo_ev=0.43 e_tot_ev=-33158.5294 mol_weight_g_mol=279.36 total_charge=0 homo_lumo_gap_ev=8.88
C 2.588 4.393 3.228 -0.105
C 1.144 4.023 3.539 -0.243
C 0.403 3.529 2.296 -0.190
N 0.981 2.307 1.784 0.030
C 1.482 2.196 0.538 -0.496
O 1.505 3.100 -0.265 0.079
C 2.007 0.787 0.222 -0.097
N 0.922 -0.110 -0.094 -0.318
S -0.336 -0.408 1.019 1.095
C -1.115 -1.460 -0.125 -0.511
N -2.243 -2.086 0.136 0.102
C -2.732 -2.865 -0.820 -0.319
C -4.012 -3.572 -0.514 -0.032
C -2.096 -3.021 -2.053 0.017
C -0.910 -2.356 -2.335 -0.180
C -0.230 -2.483 -3.655 -0.019
C -0.394 -1.540 -1.321 -0.097
C 0.831 -0.749 -1.313 -0.448
O 1.687 -0.640 -2.168 0.072
H 2.624 5.179 2.478 0.077
H 3.130 3.533 2.841 0.066
H 3.094 4.744 4.124 0.068
H 0.616 4.895 3.929 0.106
H 1.117 3.245 4.306 0.103
H -0.653 3.359 2.532 0.121
H 0.474 4.265 1.492 0.122
H 0.995 1.514 2.406 0.110
H 2.634 0.833 -0.673 0.133
H 2.587 0.395 1.065 0.128
H -4.318 -3.346 0.502 0.077
H -3.884 -4.648 -0.624 0.083
H -4.791 -3.252 -1.204 0.084
H -2.537 -3.668 -2.796 0.122
H -0.369 -3.480 -4.067 0.085
H 0.829 -2.257 -3.560 0.074
H -0.661 -1.762 -4.351 0.101